Record 1
The following is a quantum chemistry calculation of a cluster of 2 separate species, C2HN2PS in total at a distorted geometry, from the OMol25 dataset.

Calculated values
Frontier orbital gap (spin up / spin down) = 7.799 / 6.506 eV
Multiplicity = 3
Charge = 0
⟨S²⟩ = 2.017
Highest occupied orbital energy (spin up / spin down) = -8.6 / -11.4 eV

The geometry in XYZ format:
```
7
Properties=species:S:1:pos:R:3:forces:R:3
C -0.8114 -1.8082 -0.0643 1.0 1.0 -0.3
C -0.8399 1.6761 -0.1143 2.1 -2.0 -1.2
N -1.3395 -2.7661 0.2683 -0.9 -1.5 0.5
N -1.3534 2.6483 0.1753 -1.4 1.8 0.8
P 0.1565 0.4119 -0.8830 0.7 0.7 1.2
S 1.7474 0.3393 0.6163 -3.0 2.2 0.6
H 2.4402 -0.5012 0.0016 1.5 -2.2 -1.6
```
Positions in Å, forces in eV/Å.



Record 2
The following is a quantum chemistry calculation of the molecule C3HClF2S at a distorted geometry, from the OMol25 dataset.

Calculated values
Frontier orbital gap = 8.045 eV
Charge = 0
SMILES = FC(F)=C(Cl)C=S
Highest occupied orbital energy = -9.2 eV

The geometry in XYZ format:
```
8
Properties=species:S:1:pos:R:3:forces:R:3
F 0.0298 2.0895 0.2179 -0.7 -1.3 -0.8
C -0.7473 1.0167 -0.0466 4.6 -0.3 1.0
F -1.9520 1.3577 -0.1305 -2.1 0.9 -0.2
C -0.3079 -0.2847 -0.0587 1.0 1.9 0.3
Cl -1.7056 -1.2333 0.1145 -0.5 -2.1 -0.2
C 1.0950 -0.8619 -0.0211 -0.5 -0.8 -0.4
S 2.5234 -0.0255 0.0185 -1.8 -1.0 0.0
H 1.0645 -2.0583 -0.0941 0.1 2.7 0.3
```
Positions in Å, forces in eV/Å.



Record 3
The following is a quantum chemistry calculation of a structure of composition C24H33AuN3S2Si2 at a distorted geometry, from the OMol25 dataset.

Calculated values
Frontier orbital gap (spin up / spin down) = 5.480 / 5.448 eV
Charge = -1
Highest occupied orbital energy (spin up / spin down) = -4.8 / -4.9 eV

The geometry in XYZ format:
```
65
Properties=species:S:1:pos:R:3:forces:R:3
Au -0.1052 0.6199 0.3995 1.3 -0.9 0.5
S 2.0324 -0.6991 -0.1937 -1.2 0.2 -0.1
C 2.1359 -1.7204 1.1928 0.0 -0.3 0.4
C 3.0009 -2.8146 1.0994 0.1 -0.2 0.2
C 3.1563 -3.7339 2.1251 -0.7 0.8 0.3
C 4.0637 -4.8008 1.9956 0.6 -0.7 -0.1
N 4.8107 -5.6684 1.8919 0.1 -0.1 0.0
C 2.3957 -3.5840 3.3083 -0.1 0.8 -1.0
C 1.5550 -2.4866 3.4230 0.4 -0.2 0.2
C 1.4231 -1.5337 2.4110 0.4 0.1 -0.1
S 0.3974 -0.1925 2.7746 -0.2 0.7 -0.8
C 2.4773 -4.5351 4.3413 0.0 -0.6 0.7
N 2.5179 -5.3128 5.1876 0.0 0.0 0.1
H 3.5791 -2.9320 0.1946 0.0 -0.1 -0.1
H 0.9883 -2.3463 4.3321 0.0 0.0 0.1
C -3.7299 3.8122 0.9931 -0.1 0.0 0.1
N -3.3978 2.8172 1.9831 0.0 -0.1 -0.2
C -4.0608 1.5639 1.6991 -0.1 0.1 0.1
C -1.9884 2.7350 2.3883 0.0 0.1 0.4
C -0.9756 3.4244 1.5053 0.0 0.0 0.2
C -0.8542 4.8115 1.5931 0.1 0.0 0.1
C 0.0241 5.5072 0.7866 0.0 0.2 0.0
C 0.8241 4.8171 -0.1075 0.1 -0.1 0.1
C 0.7726 3.4327 -0.1379 0.3 -0.2 -0.2
C -0.1218 2.7317 0.6571 -1.4 -0.7 -0.3
H -4.8172 3.8561 0.9061 0.0 0.1 0.0
H -3.3120 3.5932 -0.0052 0.0 0.0 0.1
H -3.3714 4.7894 1.3085 -0.1 0.1 -0.1
H -5.1001 1.6306 2.0394 0.0 -0.1 -0.1
H -3.5823 0.7496 2.2382 0.0 -0.1 0.0
H -4.0773 1.3193 0.6254 0.0 0.0 0.0
H -1.7031 1.6868 2.4856 0.0 0.0 0.0
H -1.9274 3.1844 3.3902 0.2 -0.1 -0.1
H -1.4613 5.3516 2.3112 0.0 0.0 0.0
H 0.1019 6.5836 0.8720 -0.1 0.0 -0.1
H 1.4977 5.3489 -0.7662 0.1 0.0 0.0
H 1.4460 2.8925 -0.7906 0.0 0.0 -0.1
C -0.7993 -0.3139 -3.8429 -0.4 0.2 0.6
Si -1.8959 0.5157 -2.5210 -0.2 0.6 -0.1
C -3.7256 0.4470 -3.0934 0.6 -0.1 0.1
C -1.4772 2.3866 -2.5262 -0.1 -0.7 0.0
C -1.7992 -0.2357 -0.7853 0.6 1.1 -0.4
Si -2.0652 -2.0869 -0.5039 0.2 -0.5 0.4
C -3.9420 -2.4533 -0.6690 0.6 0.3 -0.1
C -1.5914 -2.6820 1.2476 -0.1 0.3 -0.6
C -1.1101 -3.1556 -1.7543 -0.3 0.4 0.3
H -0.7652 0.2808 -4.7529 -0.1 0.2 -0.1
H -1.1634 -1.3016 -4.1060 -0.1 -0.2 0.0
H 0.2163 -0.4211 -3.4754 0.2 0.0 0.1
H -3.8645 0.9549 -4.0438 0.0 0.1 -0.2
H -4.3706 0.9309 -2.3670 -0.1 0.1 0.2
H -4.0735 -0.5733 -3.2094 -0.1 -0.3 0.0
H -1.8240 2.8707 -3.4365 -0.1 -0.1 -0.2
H -0.4102 2.5663 -2.4475 0.2 0.0 0.0
H -1.9442 2.8983 -1.6897 -0.1 0.0 0.2
H -2.5439 0.2804 -0.1771 -0.3 0.0 -0.2
H -4.5282 -1.7197 -0.1226 -0.1 0.2 0.1
H -4.1900 -3.4348 -0.2729 0.1 -0.2 0.1
H -4.2635 -2.4237 -1.7054 -0.1 0.0 -0.2
H -1.7625 -1.9194 2.0011 0.0 0.2 0.1
H -0.5383 -2.9451 1.2894 0.2 0.0 0.0
H -2.1565 -3.5634 1.5408 -0.2 -0.2 -0.1
H -1.5222 -3.0636 -2.7535 -0.1 0.0 -0.2
H -1.1335 -4.2072 -1.4809 -0.1 -0.2 0.1
H -0.0710 -2.8463 -1.7928 0.3 0.1 0.0
```
Positions in Å, forces in eV/Å.



Record 4
The following is a quantum chemistry calculation of a cluster of 17 separate species, H35O17 in total at a distorted geometry, from the OMol25 dataset.

Calculated values
Frontier orbital gap = 10.335 eV
Charge = +1
Highest occupied orbital energy = -13.2 eV

The geometry in XYZ format:
```
52
Properties=species:S:1:pos:R:3:forces:R:3
O -2.1085 -1.4373 -4.2949 0.7 -3.7 0.9
H -2.1890 -4.5354 1.3124 1.0 1.6 2.1
H -2.0650 -4.1986 2.8443 -1.7 -2.2 4.6
O -1.8164 -3.9229 2.0431 0.8 0.6 -6.3
H -3.9355 0.1521 -1.4521 -0.5 4.7 -0.4
H -2.2552 -0.0347 -0.5268 2.0 1.2 -0.4
O 0.4422 2.5742 0.5152 5.7 -2.9 0.4
H -0.2424 3.1232 0.5400 -5.3 3.7 0.5
H 0.3885 2.1243 -0.4177 0.0 -1.0 0.4
O 3.2500 2.8275 0.2112 -1.5 1.2 0.0
H 2.8764 3.6265 0.6169 1.6 0.7 0.8
H 0.7550 2.1673 -2.4090 0.3 1.4 -0.2
O -0.8632 -0.7399 2.2116 -2.1 4.8 -5.5
H 3.8609 0.4688 0.4410 -1.5 -0.3 0.6
O -2.2864 -2.3762 -0.0960 -4.8 -0.9 -1.5
H -3.1911 -2.6491 -0.7519 4.1 1.4 3.1
H 2.5471 -2.4252 -4.2785 -2.6 0.7 -0.8
O -1.6900 2.5297 1.3511 -4.8 -0.3 -0.7
H -1.4544 5.1554 -2.1194 -0.6 -1.9 0.7
H 0.7818 -2.1636 2.0575 -7.5 1.0 2.3
O 0.5914 1.5989 -1.6653 0.4 -2.2 -2.8
H -1.8134 -2.4326 -4.2016 -1.5 2.4 0.4
H 2.3727 -0.3293 2.6641 1.6 0.5 1.5
O -3.9101 -0.7385 -1.4394 -0.4 -3.9 1.2
H -0.8728 0.0721 0.0262 1.6 -1.6 1.3
H -3.5849 -1.0089 -2.2792 0.6 -0.3 -1.3
O 1.6527 -2.3879 -4.7689 1.2 0.1 0.6
H -1.7514 1.5530 1.1330 0.5 1.3 0.0
H 1.0881 -1.6186 -4.5358 1.4 -0.8 0.3
O 3.0068 0.2078 0.8795 4.7 10.0 3.4
H 0.4334 2.1840 3.5003 -1.1 4.6 4.8
H -1.7398 -0.6320 2.5399 -1.5 0.7 -0.1
O 1.5920 -2.3030 1.8231 10.3 -0.8 0.0
H 0.4093 2.1053 1.4719 0.7 -0.4 -0.4
H 2.2308 -2.2461 2.6603 -2.5 -0.4 -2.6
O 0.6261 1.5677 2.9201 2.3 -5.2 -5.4
H -1.4281 -1.2807 -4.9267 0.7 1.2 -1.2
H 1.4797 1.0496 3.1257 -1.2 1.5 0.2
O 2.8016 -0.0157 3.5303 -0.3 -1.0 -1.2
H -2.6342 2.7907 0.9846 2.8 -0.3 1.2
H -2.7607 -2.1184 0.7585 1.0 -0.8 -1.6
O 2.0546 -2.4325 -1.4418 -6.8 6.5 -3.7
H -0.6126 -1.2920 2.8119 3.2 -5.5 5.7
H 1.8255 -1.7323 -0.8018 0.1 -0.9 -0.4
O -1.4261 0.5911 -0.5043 -3.9 -0.8 -0.8
H 3.7787 -0.0928 3.3904 -1.4 0.3 -0.1
H 2.3398 2.6814 -0.0840 0.5 -1.6 -0.8
O -1.5587 4.2593 -1.6489 2.3 2.5 0.7
H -0.8247 4.3971 -0.9578 -1.7 -0.4 -1.4
H 0.4519 0.7699 -2.2334 -0.3 1.0 2.2
H 2.7356 -0.5072 0.5668 -3.4 -10.0 -4.4
H 2.6424 -2.9256 -1.0958 6.6 -5.6 4.1
```
Positions in Å, forces in eV/Å.



Record 5
The following is a quantum chemistry calculation of the molecule C9H16N4O5 at a distorted geometry, from the OMol25 dataset.

Calculated values
Frontier orbital gap = 9.928 eV
Charge = 0
SMILES = NC(=O)CC[C@H](NC(=O)[C@@H](N)CC(N)=O)C(=O)O
Highest occupied orbital energy = -9.8 eV

The geometry in XYZ format:
```
34
Properties=species:S:1:pos:R:3:forces:R:3
N 1.0862 3.0673 0.8999 2.5 -1.9 -0.2
C 2.2393 2.4347 0.3691 -1.6 1.8 -1.8
O 3.0827 3.0941 -0.2365 -0.5 -0.9 1.1
C 2.1851 0.9366 0.3899 -0.3 0.1 0.8
C 1.6929 0.2042 -0.8821 -2.7 0.7 1.7
C 1.3011 -1.3299 -0.4986 1.8 2.8 1.2
N 0.6734 -1.5833 0.8100 0.3 -0.4 0.6
C -0.4791 -1.2378 1.5077 -1.4 0.2 1.6
O -0.7431 -1.8517 2.5708 0.7 1.7 -2.8
C -1.5742 -0.1248 0.9526 -1.6 -3.1 2.3
N -1.0796 1.0722 0.4705 3.8 0.2 -3.3
C -2.4086 -1.0148 -0.0681 -0.1 -1.6 2.4
C -3.2210 -0.2157 -0.9723 -0.1 2.4 -1.2
N -4.5104 0.0606 -0.5881 1.4 -1.8 1.0
O -2.7251 0.3953 -1.9221 -0.2 -0.8 0.1
C 2.7272 -1.9150 -0.5391 0.7 -2.9 2.2
O 3.2921 -2.2727 0.4811 -0.8 1.1 -1.4
O 3.3198 -2.2130 -1.7340 -1.6 1.0 0.2
H 0.2450 2.5288 1.0479 -0.1 0.0 0.0
H 1.0714 3.9915 0.5771 -0.5 1.5 -0.2
H 3.1627 0.5969 0.6908 0.4 -0.4 -0.2
H 1.5486 0.7412 1.2405 -0.3 -0.6 0.1
H 2.4985 0.2088 -1.5190 1.9 -0.3 -1.8
H 0.8883 0.7618 -1.4794 0.9 -0.8 1.0
H 0.7057 -1.7135 -1.2460 -1.2 -1.0 -1.9
H 1.1659 -2.2837 1.3898 -0.1 0.6 -0.6
H -2.2792 0.0942 1.8330 1.2 -0.6 -1.0
H -0.3028 0.7268 -0.2468 -1.8 1.4 1.9
H -1.6969 1.5002 -0.2192 -0.4 0.0 0.3
H -3.1147 -1.5995 0.5842 0.9 0.1 -0.6
H -1.6860 -1.7077 -0.5177 -0.6 0.3 -0.5
H -4.9687 0.7372 -1.1144 -0.9 1.3 -0.8
H -4.7436 -0.0704 0.3829 -0.3 -0.1 -0.2
H 2.6471 -2.0190 -2.4146 0.6 -0.1 -0.1
```
Positions in Å, forces in eV/Å.



- What is the formula in the fourth record?
  H35O17



- Look up the charge of the second one.
  0



- Number 5 is which compound?
  C9H16N4O5



- charge of number 1 (C2HN2PS)?
  0